Here is 4 unconnected molecules or ions with the total composition C6H19NO4 in a non-equilibrium geometry from the OMol25 dataset. Energies are from the ωB97M-V functional and the def2-TZVPD basis.

XYZ file:
```
30
Properties=species:S:1:pos:R:3:mulliken_charge:R:1
C -1.18341 1.60827 -1.44425 -0.814
N -1.21922 2.22983 -0.10056 -0.279
C -1.64181 1.39851 1.03464 -0.817
C -0.45501 1.01589 1.87522 -0.575
C 0.12556 -0.42169 1.53070 -0.310
C -1.03256 -1.50096 1.54448 -0.448
C -0.43329 -2.87909 1.45370 -0.089
O 0.44207 -3.21947 0.69848 -0.574
H -0.60900 2.19457 -2.14119 0.357
H -0.84903 0.55393 -1.36495 0.214
H -2.15674 1.62568 -1.93454 0.255
H -0.50611 2.90871 0.05307 0.276
H -2.35667 0.62451 0.96232 0.399
H -2.40122 2.11375 1.52482 0.278
H 0.46175 1.68214 1.80636 0.298
H -0.78343 0.93600 2.93544 0.311
H 0.87105 -0.67112 2.27219 0.534
H 0.53521 -0.27955 0.50527 -0.029
H -1.69055 -1.30342 2.37055 0.381
H -1.70339 -1.24700 0.68464 0.272
H -0.90814 -3.66625 2.08310 0.342
O 1.22946 -0.66425 -2.99062 -0.701
H 0.99586 -1.27381 -3.68152 0.285
H 1.54746 -1.16650 -2.19543 0.449
O 2.27133 -1.89643 -0.80588 -0.728
H 3.06069 -1.49698 -0.42887 0.311
H 1.66394 -2.19764 -0.07060 0.392
O 2.57410 1.82294 -2.26659 -0.626
H 2.15232 2.09087 -1.42575 0.300
H 1.99876 1.07855 -2.48422 0.335
```

As for the electronic energy: -16208.8025 eV. The structure (SMILES) is CNCCCCC=O.O.O.O. The largest force on an atom is 4.6 eV Å⁻¹. The calculation puts the energy relative to the best compared isomer or geometry (same formula, charge and spin) at 253.39 kJ/mol. The calculation puts the HOMO energy at -8.34 eV. The LUMO energy is 0.384 eV.

---

Here is 5 unconnected molecules or ions with the total composition C6H19NO5 in a non-equilibrium geometry from the OMol25 dataset. Energies are from the ωB97M-V functional and the def2-TZVPD basis.

XYZ file:
```
31
Properties=species:S:1:pos:R:3:mulliken_spin:R:1
O 2.28409 3.48118 0.43876 0.242
C 1.61935 3.05781 1.46848 0.557
C 0.72431 1.83385 1.34399 0.070
C 0.11858 1.81045 -0.04614 -0.060
C -0.83208 0.59694 -0.23668 -0.004
C -1.04132 -1.58127 -1.20503 -0.008
C -0.32451 -0.46087 -1.16978 0.011
N 1.43484 0.53522 1.56278 0.336
H 1.87431 3.42003 2.47663 0.045
H -0.10101 1.89028 2.07199 0.029
H 0.88001 1.70397 -0.82387 0.000
H -0.40064 2.73076 -0.32244 0.009
H -1.11390 0.22818 0.76592 -0.013
H -1.86129 0.93031 -0.43831 0.003
H -1.85710 -1.76056 -0.51385 -0.001
H -0.64974 -2.42016 -1.78869 -0.002
H 0.65858 -0.45377 -1.62637 0.003
H 1.68264 0.13299 0.66971 -0.037
H 2.30465 0.65017 2.06796 -0.170
H -2.86813 -3.78893 0.71759 0.000
H -2.52715 -2.47925 1.52751 0.000
O -3.23512 -3.08725 1.26760 0.003
H -0.46040 -3.00231 2.77237 -0.003
H -0.11136 -1.67245 2.08062 -0.007
O -0.84094 -2.30232 2.21648 -0.007
H 4.50308 0.48648 -1.52326 -0.002
H 3.07477 0.73088 -1.29544 -0.002
O 3.70165 -0.01505 -1.32459 0.008
H -2.15027 -0.08500 -4.42817 0.000
H -2.34637 -1.01189 -3.24152 0.000
O -2.13951 -0.09840 -3.46427 0.000
```

The net charge is -1. Its expectation value of S² is 0.75. As for the electronic energy: -18255.6339 eV. The largest force on an atom is 2.3 eV Å⁻¹. The spin multiplicity is 2. The calculation puts the HOMO energy (alpha / beta) at -0.20 / -3.45 eV. The LUMO energy (alpha / beta) is 2.873 / 2.862 eV.

---

Here is a molecular structure, C6H20AgN10O8 in a non-equilibrium geometry from the OMol25 dataset. Energies are from the ωB97M-V functional and the def2-TZVPD basis.

XYZ file:
```
45
Properties=species:S:1:pos:R:3:mulliken_spin:R:1
Ag -0.09151 0.78928 0.12030 0.093
C 1.00180 3.21317 1.07583 -0.066
O 1.71549 4.00996 1.68871 0.151
O 1.26675 2.66232 -0.00821 0.358
O -0.03813 2.75662 1.53988 0.481
C -3.27396 -0.15993 1.44869 0.000
O -2.27366 0.33877 0.98561 -0.002
N -4.43095 0.14611 1.07910 0.000
N -3.24115 -1.01200 2.44662 0.000
H -5.21329 -0.30095 1.53537 0.000
H -4.63271 0.90469 0.44352 0.000
H -2.31074 -1.33437 2.67138 0.000
H -4.07278 -1.54265 2.66318 0.000
C 1.74177 -0.64378 -2.39738 0.000
O 1.29461 -0.23893 -1.36055 -0.003
N 3.01205 -0.85197 -2.60570 0.000
N 1.07839 -0.63362 -3.52537 0.000
H 3.32841 -0.99894 -3.55355 0.000
H 3.68580 -0.75369 -1.85972 0.000
H 1.53351 -1.01022 -4.34460 0.000
H 0.07900 -0.51418 -3.44130 0.000
C 1.84780 -0.10301 2.90846 0.003
O 1.15559 -0.01930 1.88039 -0.009
N 2.40606 0.89044 3.54388 0.000
N 2.04663 -1.21164 3.48346 0.000
H 2.34367 1.78868 3.08632 -0.004
H 3.06406 0.77148 4.30084 0.000
H 2.40111 -1.33782 4.42076 0.000
H 1.42214 -1.93104 3.14794 0.000
C -0.96001 2.33072 -2.66311 0.001
O -1.09166 1.36625 -1.91455 0.001
N 0.03880 3.14205 -2.58945 0.000
N -1.80844 2.60473 -3.65003 0.000
H 0.66172 3.06126 -1.79854 -0.003
H 0.07612 3.95855 -3.18278 0.000
H -2.49805 1.94976 -3.98995 0.000
H -1.77311 3.51641 -4.08325 0.000
C -0.17534 -2.72617 0.27743 0.000
O -0.65534 -1.59241 0.19071 -0.001
N -0.20648 -3.47110 1.36476 0.000
N 0.50102 -3.28167 -0.69902 0.000
H -0.56622 -3.04697 2.20785 0.000
H 0.24320 -4.37417 1.31636 0.000
H 0.71993 -4.25761 -0.55854 0.000
H 0.64804 -2.85299 -1.60164 0.000
```

Its expectation value of S² is 0.76. As for the electronic energy: -41827.9805 eV. The largest force on an atom is 7.9 eV Å⁻¹. The spin multiplicity is 2. The calculation puts the energy relative to the best compared isomer or geometry (same formula, charge and spin) at 256.98 kJ/mol. The calculation puts the HOMO energy (alpha / beta) at -6.95 / -6.72 eV. The LUMO energy (alpha / beta) is 0.398 / 0.398 eV.

---

Here is a molecular structure, C6H20AsBMnN3O from the OMol25 dataset. Energies are from the ωB97M-V functional and the def2-TZVPD basis.

XYZ file:
```
33
Properties=species:S:1:pos:R:3:mulliken_spin:R:1
Mn 1.17712 -0.31979 -0.61612 1.966
N 1.08236 -0.66362 -2.62181 -0.032
C 1.17553 0.63001 -3.39299 0.010
C 0.82635 1.76603 -2.45373 -0.016
N 1.57251 1.51992 -1.17006 -0.080
H 1.81324 -1.29801 -2.95301 0.002
H 0.21447 -1.15335 -2.83891 0.003
H 0.50268 0.61592 -4.24815 -0.001
H 2.19152 0.72754 -3.77490 -0.001
H -0.23693 1.77830 -2.21750 0.001
H 1.09670 2.73551 -2.87121 -0.004
H 1.38473 2.25080 -0.48280 0.001
H 2.57795 1.59958 -1.36399 0.005
C -2.05290 -2.06165 1.67967 0.004
As -1.99813 -0.48393 0.62624 0.001
C -1.87372 1.11765 1.64693 0.005
C -3.37163 -0.41029 -0.68107 0.003
O -0.49312 -0.59235 -0.33175 0.135
H -2.90069 -1.96990 2.36256 -0.001
H -1.13309 -2.16313 2.25228 0.000
H -2.20070 -2.92266 1.02942 0.000
H -2.59355 1.06807 2.46580 0.001
H -2.11525 1.96891 1.01174 0.000
H -0.86931 1.21288 2.05621 -0.001
H -4.30694 -0.18255 -0.16389 -0.001
H -3.45753 -1.37507 -1.17837 0.000
H -3.15461 0.38083 -1.39655 0.000
B 2.87827 -0.62439 3.72298 0.607
C 2.36332 -0.47173 2.25539 -0.034
N 1.90258 -0.31272 1.20883 0.099
H 4.11700 -0.42139 3.86810 0.154
H 3.79267 -1.46541 3.98846 0.179
H 2.08911 -0.48001 4.58218 -0.007
```

The net charge is +3. Its expectation value of S² is 4.03. As for the electronic energy: -105868.2042 eV. The largest force on an atom is 0.9 eV Å⁻¹. The spin multiplicity is 4. The calculation puts the energy relative to the best compared isomer or geometry (same formula, charge and spin) at 0.00 kJ/mol. The calculation puts the HOMO energy (alpha / beta) at -19.51 / -21.68 eV. The LUMO energy (alpha / beta) is -12.812 / -12.034 eV.

---

Question: The highest electronic energy belongs to which entry?
Answer: C6H19NO4

---

Question: Among the records above, which one has the lowest electronic energy?
Answer: C6H20AsBMnN3O

---

Question: Which of these has the highest electronic energy?
Answer: C6H19NO4

---

Question: Among the records above, which one has the highest electronic energy?
Answer: C6H19NO4